Molecular formula: C35H57AsF6NO3SSiV
Method: DFT, the ωB97M-V functional and the def2-TZVPD basis

Each line ends with the Mulliken spin population.
Element x y z (Å)
V -0.299 -0.253 -0.495  1.96
C -3.722 -4.797 3.065  0.03
C -3.530 -3.607 4.022  0.04
C -2.513 -3.980 5.113  0.03
C -4.868 -3.296 4.694  0.01
C -2.989 -2.437 3.215  0.11
C -1.743 -2.561 2.606  -0.08
C -1.270 -1.509 1.870  0.16
N -0.039 -1.371 1.227  0.07
C 0.991 -2.358 1.100  -0.02
C 1.331 -3.389 1.954  0.02
C 2.470 -4.135 1.682  -0.01
C 3.225 -3.809 0.561  0.02
C 2.919 -2.778 -0.326  -0.02
C 1.762 -2.053 -0.038  0.03
O 1.355 -0.972 -0.716  -0.07
C 3.823 -2.572 -1.544  0.00
C 3.393 -1.428 -2.469  0.00
C 5.253 -2.281 -1.068  0.00
C 3.809 -3.866 -2.378  0.00
C 2.905 -5.296 2.580  0.00
C 4.313 -5.016 3.126  0.00
C 2.925 -6.590 1.750  0.00
C 1.965 -5.506 3.767  0.00
C -2.088 -0.323 1.615  0.28
O -1.560 0.545 0.819  0.22
C -3.350 -0.172 2.270  0.00
C -3.734 -1.232 3.053  0.08
C -4.288 1.031 2.129  0.02
C -5.624 0.538 1.549  0.01
C -4.520 1.639 3.520  0.01
C -3.765 2.144 1.213  0.00
H -4.115 -5.650 3.620  0.00
H -2.782 -5.101 2.602  0.00
H -4.426 -4.549 2.270  0.00
H -2.894 -4.822 5.692  0.00
H -2.348 -3.144 5.795  0.00
H -1.550 -4.278 4.695  -0.01
H -5.190 -4.166 5.266  0.00
H -5.650 -3.080 3.964  0.00
H -4.788 -2.456 5.387  0.00
H -1.179 -3.475 2.681  -0.02
H 0.772 -3.589 2.854  0.00
H 4.108 -4.399 0.353  0.00
H 3.421 -0.465 -1.960  0.00
H 2.389 -1.585 -2.862  0.00
H 4.089 -1.389 -3.308  0.00
H 5.285 -1.364 -0.475  0.00
H 5.905 -2.148 -1.933  0.00
H 5.664 -3.090 -0.462  0.00
H 2.797 -4.086 -2.722  0.00
H 4.171 -4.724 -1.810  0.00
H 4.452 -3.746 -3.252  0.00
H 5.041 -4.901 2.322  0.00
H 4.643 -5.842 3.759  0.00
H 4.323 -4.102 3.724  0.00
H 3.622 -6.519 0.915  0.00
H 1.934 -6.804 1.346  0.00
H 3.233 -7.431 2.374  0.00
H 1.929 -4.631 4.420  0.00
H 2.326 -6.345 4.363  0.00
H 0.950 -5.748 3.441  0.00
H -4.685 -1.165 3.559  0.00
H -6.107 -0.194 2.196  0.00
H -5.473 0.082 0.570  0.00
H -6.306 1.382 1.434  0.00
H -4.957 0.925 4.218  0.00
H -5.205 2.484 3.437  0.00
H -3.584 2.004 3.950  0.00
H -3.607 1.791 0.195  0.00
H -2.829 2.567 1.579  0.00
H -4.509 2.941 1.188  0.00
O -0.365 1.255 -1.830  0.01
S -1.611 1.561 -2.684  0.00
C -1.240 3.203 -3.350  0.00
C -0.273 2.969 -4.500  0.00
C -0.883 1.817 -5.292  0.00
C -1.284 0.744 -4.277  0.00
H -0.867 3.806 -2.523  0.00
H -2.193 3.611 -3.692  0.00
H 0.711 2.698 -4.113  0.00
H -0.162 3.870 -5.103  0.00
H -0.192 1.401 -6.024  0.00
H -1.760 2.169 -5.836  0.00
H -0.471 0.048 -4.049  0.00
H -2.162 0.162 -4.545  0.00
F -1.875 -1.213 -1.363  0.02
As -1.787 -2.850 -2.323  0.01
F -1.575 -4.296 -3.180  0.00
F -3.211 -3.307 -1.504  0.00
F -2.752 -2.085 -3.512  0.00
F -0.820 -3.370 -0.987  0.01
F -0.365 -2.118 -3.005  0.00
C -0.002 0.347 3.790  0.03
Si 0.940 0.194 2.207  0.02
C 1.045 1.701 1.115  0.02
C 2.624 -0.462 2.562  0.00
H 0.646 0.896 4.481  0.00
H -0.178 -0.637 4.224  0.00
H -0.940 0.895 3.715  -0.01
H 1.705 2.339 1.722  0.00
H 0.119 2.240 0.965  0.00
H 1.585 1.555 0.177  -0.01
H 3.067 0.288 3.232  0.00
H 3.261 -0.535 1.682  0.00
H 2.615 -1.409 3.093  0.00

Computed properties:
Net charge: +1
Largest force on an atom: 1.95 eV Å⁻¹
2S+1: 4
E_HOMO (alpha / beta): -10.48 / -10.56 eV
Electronic energy: -166398.9457 eV
Gap between HOMO and LUMO (alpha / beta): 7.755 / 5.180 eV
Energy above the lowest of the compared OMol25 structures with the same formula, charge and spin: 0.227 eV